ORCA calculation (the ωB97M-V functional and the def2-TZVPD basis) on a structure of composition C39H57BBeN8S2 at a distorted geometry.

Geometry as XYZ:
```
108
Properties=species:S:1:pos:R:3
Be -1.08 -1.28 3.82
C -3.62 -4.00 4.97
C -2.79 -3.08 4.22
N -2.01 -2.24 4.86
N -2.16 -1.84 6.13
C -2.23 -0.48 6.15
N -2.60 0.02 7.35
S -1.88 0.44 4.79
C -2.71 -2.97 2.78
C -3.43 -3.66 1.73
C -3.08 -3.37 0.41
C -2.15 -2.40 0.18
C -1.48 -1.75 1.23
N -1.70 -2.04 2.49
H -3.39 -3.95 6.04
H -3.37 -5.02 4.72
H -4.70 -3.91 4.78
H -2.46 -0.57 8.19
H -2.60 1.04 7.38
H -4.23 -4.37 1.99
H -3.51 -3.87 -0.46
H -1.91 -2.15 -0.88
H -0.83 -0.89 1.04
C -0.97 -1.21 -5.79
C -1.31 0.23 -6.15
C -1.80 0.39 -7.60
C -2.29 0.81 -5.11
C -3.58 0.37 -5.13
C -4.50 0.74 -4.13
C -4.10 1.58 -3.10
C -2.75 1.93 -2.95
C -2.30 2.63 -1.63
C -2.89 1.99 -0.36
C -2.49 4.15 -1.79
C -1.88 1.63 -4.02
N -0.57 2.19 -3.93
B 0.05 2.48 -2.66
N 1.47 2.52 -2.94
C 1.57 2.61 -4.39
C 0.32 2.57 -4.95
C 2.58 2.22 -2.11
C 2.77 3.01 -1.01
C 3.95 2.77 -0.24
C 4.88 1.83 -0.63
C 4.65 1.08 -1.76
C 3.53 1.21 -2.53
C 3.33 0.09 -3.58
C 4.53 -0.03 -4.54
C 3.11 -1.31 -2.97
C 1.81 4.05 -0.40
C 1.08 5.07 -1.26
C 0.87 3.37 0.64
H -0.17 -1.57 -6.46
H -1.83 -1.88 -5.97
H -0.60 -1.29 -4.77
H -0.39 0.78 -5.99
H -2.55 -0.39 -7.82
H -1.06 0.13 -8.39
H -2.31 1.35 -7.88
H -3.92 -0.23 -6.03
H -5.57 0.48 -4.30
H -4.80 2.00 -2.45
H -1.12 2.55 -1.51
H -4.02 1.97 -0.46
H -2.59 2.56 0.53
H -2.54 0.95 -0.16
H -3.55 4.50 -1.74
H -2.08 4.54 -2.78
H -1.93 4.70 -0.96
H 2.54 2.75 -4.90
H -0.02 2.75 -5.99
H 4.17 3.43 0.58
H 5.81 1.69 -0.07
H 5.45 0.43 -2.10
H 2.45 0.31 -4.19
H 5.36 -0.66 -4.19
H 4.93 0.97 -4.73
H 4.15 -0.48 -5.49
H 4.00 -1.87 -2.70
H 2.58 -2.02 -3.63
H 2.52 -1.16 -2.07
H 2.47 4.64 0.26
H 0.20 4.67 -1.78
H 1.76 5.49 -2.05
H 0.73 5.90 -0.60
H 0.39 4.03 1.34
H 1.49 2.69 1.30
H 0.14 2.71 0.15
C 1.42 -4.39 6.13
N 1.45 -3.58 4.89
C 1.19 -4.33 3.62
C 1.62 -2.24 4.94
S 1.06 -1.23 3.66
N 2.30 -1.79 6.02
C 3.51 -2.53 6.55
C 2.28 -0.38 6.44
H 0.56 -5.08 6.11
H 1.36 -3.86 7.05
H 2.28 -5.04 6.09
H 2.12 -4.90 3.33
H 0.90 -3.65 2.89
H 0.35 -5.05 3.80
H 3.83 -3.33 5.93
H 3.37 -2.75 7.61
H 4.36 -1.77 6.45
H 1.38 0.05 5.98
H 3.23 0.13 6.14
H 2.17 -0.38 7.50
```

Computed properties:
**Multiplicity**: 1
**E_tot**: -2794.26703 a.u.
**Net charge**: 0